(a)
Computed, not measured: a structure of composition C6H9N, with ωB97M-V/def2-TZVPD.

Its total charge is 0. As for the spin multiplicity: 1. The calculation puts the HOMO energy at -7.2 eV.

Last column: Löwdin charge in e.
CARTESIAN COORDINATES (ANGSTROEM)
C -0.52 1.51 1.37  -0.111
N -0.73 0.48 0.41  -0.153
C -0.21 -0.83 0.60  -0.240
C -0.04 -1.55 -0.76  -0.155
C -0.02 -0.47 -1.81  -0.077
C 0.82 0.28 -1.07  -0.074
C 1.11 -0.86 -0.08  -0.142
H -1.25 1.39 2.17  0.069
H -0.64 2.50 0.90  0.084
H 0.49 1.47 1.81  0.093
H -0.49 -1.38 1.50  0.141
H -0.25 -2.61 -0.86  0.124
H -1.33 0.55 -0.39  0.124
H -0.18 -0.51 -2.86  0.079
H 1.17 1.31 -1.09  0.109
H 2.09 -1.27 0.18  0.131

(b)
Computed, not measured: the molecule C6H9N, with ωB97M-V/def2-TZVPD.

Its total charge is 0. As for the spin multiplicity: 1. The calculation puts the HOMO energy (spin up / spin down) at -8.4 / -7.8 eV.

Last column: Löwdin charge in e.
CARTESIAN COORDINATES (ANGSTROEM)
C 2.84 0.85 1.72  0.029
C 1.74 0.19 1.35  -0.264
C 0.70 0.43 0.52  0.039
C -0.05 -0.64 -0.13  -0.217
C -1.48 -0.25 -0.41  -0.365
C -1.86 0.51 -1.62  -0.151
N -2.12 -0.94 -1.53  0.011
H 3.43 0.66 2.60  0.057
H 3.41 1.52 1.12  0.054
H 1.90 -0.77 1.87  0.119
H -0.01 -1.62 0.37  0.126
H 0.45 -0.79 -1.10  0.137
H -2.08 -0.06 0.48  0.138
H -1.09 0.80 -2.34  0.101
H -2.69 1.21 -1.55  0.101
H -3.10 -1.10 -1.33  0.086

Relative energies, kJ/mol: (a) 0.0; (b) 68.9.

(a)
Computed, not measured: a cluster of 2 separate species, C6H9N in total, with ωB97M-V/def2-TZVPD.

Its total charge is 0. Its SMILES is C/C=C\C#N.C=C. As for the spin multiplicity: 1. The calculation puts the HOMO energy at -10.1 eV.

Last column: Löwdin charge in e.
CARTESIAN COORDINATES (ANGSTROEM)
C 1.38 -0.47 1.04  -0.091
C 1.57 0.71 0.14  -0.145
C 0.73 1.74 0.00  -0.122
C -0.51 1.82 0.73  -0.243
N -1.51 1.89 1.31  0.152
H 0.42 -0.44 1.55  0.069
H 1.43 -1.40 0.46  0.079
H 2.19 -0.51 1.78  0.083
H 2.48 0.73 -0.46  0.109
H 0.94 2.56 -0.67  0.104
C -1.14 -1.03 -1.52  -0.088
C -1.91 -1.17 -0.44  -0.080
H -0.96 -0.06 -1.97  0.046
H -0.65 -1.89 -1.99  0.047
H -2.39 -0.32 0.03  0.031
H -2.08 -2.15 0.01  0.050

(b)
Computed, not measured: a cluster of 2 separate species, C6H9N in total, with ωB97M-V/def2-TZVPD.

Its total charge is 0. As for the spin multiplicity: 1. The calculation puts the HOMO energy at -8.6 eV.

Last column: Löwdin charge in e.
CARTESIAN COORDINATES (ANGSTROEM)
C 0.25 -0.66 1.54  -0.048
C 0.81 -0.41 0.16  -0.553
C -1.40 -0.18 -1.07  -0.043
C -1.21 1.08 -0.70  -0.266
C -0.62 2.13 -0.27  0.056
C 1.28 0.97 -0.13  0.036
N 1.68 -1.12 -0.46  0.142
H -0.56 0.03 1.80  0.078
H 1.09 -0.44 2.22  0.088
H -0.06 -1.69 1.71  0.082
H -2.12 -0.80 -0.54  0.066
H -1.23 -0.44 -2.11  0.068
H -1.01 3.17 -0.22  0.054
H 1.73 1.10 -1.11  0.085
H 1.98 1.23 0.69  0.091
H 1.96 -1.94 0.08  0.064

Relative energies, kJ/mol: (a) 0.0; (b) 389.7.

(a)
Computed, not measured: a cluster of 2 separate species, C6H9N in total, with ωB97M-V/def2-TZVPD.

Its total charge is 0. As for the spin multiplicity: 1. The calculation puts the HOMO energy at -8.7 eV.

Last column: Löwdin charge in e.
CARTESIAN COORDINATES (ANGSTROEM)
C -0.68 1.47 0.24  -0.048
C -0.81 -0.03 0.18  -0.555
C 0.71 -0.43 -1.77  -0.043
C 1.60 -0.50 -0.79  -0.260
C 2.06 -0.59 0.40  0.056
C 0.00 -0.81 1.15  0.029
N -1.91 -0.70 0.15  0.140
H 0.36 1.80 0.16  0.078
H -1.02 1.74 1.25  0.088
H -1.31 2.00 -0.47  0.082
H 0.64 0.45 -2.39  0.067
H 0.39 -1.36 -2.24  0.070
H 3.12 -0.68 0.73  0.056
H -0.17 -1.89 1.12  0.086
H -0.24 -0.38 2.15  0.091
H -2.73 -0.10 0.13  0.063

(b)
Computed, not measured: the molecule C6H9N, with ωB97M-V/def2-TZVPD.

Its total charge is 0. Its SMILES is C1[C@H]2N1CC21CC1. As for the spin multiplicity: 1. The calculation puts the HOMO energy at -8.9 eV.

Last column: Löwdin charge in e.
CARTESIAN COORDINATES (ANGSTROEM)
C -1.05 -0.60 1.59  -0.114
C -1.08 -0.61 0.12  -0.195
N -1.53 0.59 0.89  -0.024
C -0.36 1.35 0.35  -0.102
C 0.15 0.11 -0.39  -0.400
C 1.54 -0.44 -0.44  -0.086
C 0.81 -0.07 -1.71  -0.079
H -0.07 -0.60 2.08  0.115
H -1.84 -1.12 2.13  0.104
H -1.77 -1.18 -0.48  0.137
H 0.30 1.79 1.11  0.115
H -0.73 2.13 -0.32  0.115
H 1.70 -1.49 -0.21  0.105
H 2.34 0.22 -0.12  0.103
H 1.15 0.80 -2.27  0.102
H 0.44 -0.88 -2.33  0.103

(c)
Computed, not measured: a structure of composition C6H9N, with ωB97M-V/def2-TZVPD.

Its total charge is 0. As for the spin multiplicity: 1. The calculation puts the HOMO energy at -8.6 eV.

Last column: Löwdin charge in e.
CARTESIAN COORDINATES (ANGSTROEM)
C 1.87 0.46 0.13  -0.086
N 0.95 -0.54 -0.39  -0.139
C -0.02 -1.19 0.48  -0.327
C -1.23 -0.22 0.78  -0.150
C -1.03 0.83 -0.31  -0.136
C -0.24 -0.16 -1.18  -0.289
C -0.89 -1.52 -0.70  0.173
H 1.41 1.22 0.78  0.075
H 2.36 0.96 -0.71  0.088
H 2.65 -0.06 0.70  0.084
H 0.31 -1.87 1.27  0.137
H -1.47 -0.03 1.82  0.125
H -0.48 1.74 -0.03  0.096
H -1.98 1.13 -0.76  0.111
H -0.11 0.05 -2.25  0.132
H -2.11 -0.81 0.37  0.107

Relative energies, kJ/mol: (a) 264.2; (b) 0.0; (c) 241.4.

(a)
Computed, not measured: the molecule C20H26FN5O3, with ωB97M-V/def2-TZVPD.

Its total charge is 0. Its SMILES is C[C@@H]1CN(C(=O)c2n[nH]cc2-c2ccncc2)CC[C@@H]1N(C)C(=O)COCCF. As for the spin multiplicity: 1. The calculation puts the HOMO energy at -9.0 eV.

Last column: Löwdin charge in e.
CARTESIAN COORDINATES (ANGSTROEM)
C -0.09 -0.97 2.73  -0.040
C -0.60 -1.50 1.41  -0.275
C -0.21 -2.97 1.20  -0.098
N -0.81 -3.44 -0.03  -0.018
C -1.85 -4.30 0.02  -0.415
O -2.28 -4.78 1.06  0.060
C -2.52 -4.63 -1.28  -0.181
N -2.27 -5.75 -1.93  0.122
N -3.07 -5.71 -3.00  -0.011
C -3.82 -4.59 -3.06  -0.028
C -3.49 -3.85 -1.95  -0.130
C -4.03 -2.55 -1.54  -0.180
C -4.34 -1.57 -2.48  -0.024
C -4.80 -0.34 -2.04  -0.151
N -4.96 -0.03 -0.76  0.055
C -4.67 -0.97 0.13  -0.144
C -4.22 -2.24 -0.20  -0.011
C -0.27 -2.79 -1.21  -0.118
C -0.55 -1.29 -1.15  -0.081
C -0.23 -0.61 0.20  -0.224
N 1.09 0.05 0.27  -0.049
C 1.04 1.45 0.63  -0.036
C 2.24 -0.67 0.47  -0.415
O 2.45 -1.75 -0.05  0.086
C 3.35 -0.01 1.29  -0.144
O 4.07 0.89 0.47  -0.129
C 5.22 1.38 1.12  -0.206
C 5.95 2.31 0.19  -0.179
F 6.56 1.59 -0.83  -0.043
H 1.00 -1.00 2.80  0.078
H -0.41 0.06 2.90  0.078
H -0.49 -1.57 3.55  0.088
H -1.70 -1.50 1.43  0.141
H 0.87 -3.08 1.12  0.126
H -0.54 -3.59 2.03  0.128
H -3.08 -6.48 -3.65  0.153
H -4.53 -4.42 -3.85  0.128
H -4.20 -1.75 -3.54  0.112
H -5.04 0.45 -2.75  0.104
H -4.82 -0.70 1.17  0.107
H -4.01 -2.97 0.57  0.113
H 0.80 -2.96 -1.23  0.114
H -0.68 -3.23 -2.11  0.123
H -0.02 -0.78 -1.95  0.128
H -1.62 -1.13 -1.34  0.102
H -0.92 0.24 0.25  0.139
H 2.03 1.89 0.58  0.082
H 0.42 1.98 -0.10  0.100
H 0.61 1.62 1.62  0.087
H 2.94 0.50 2.17  0.126
H 4.00 -0.82 1.62  0.136
H 4.95 1.93 2.03  0.134
H 5.88 0.55 1.40  0.136
H 5.25 3.02 -0.26  0.125
H 6.72 2.85 0.74  0.121

(b)
Computed, not measured: the molecule C20H26FN5O3, with ωB97M-V/def2-TZVPD.

Its total charge is 0. Its SMILES is C[C@@H]1CN(C(=O)c2n[nH]cc2-c2ccncc2)CC[C@@H]1N(C)C(=O)COCCF. As for the spin multiplicity: 1. The calculation puts the HOMO energy at -9.1 eV.

Last column: Löwdin charge in e.
CARTESIAN COORDINATES (ANGSTROEM)
C -2.38 -0.95 -1.10  -0.046
C -1.22 -0.76 -0.13  -0.280
C -1.61 0.16 1.03  -0.096
N -0.54 0.16 2.01  -0.020
C -0.72 -0.46 3.20  -0.413
O -1.79 -0.96 3.53  0.060
C 0.47 -0.55 4.09  -0.182
N 0.63 0.25 5.13  0.123
N 1.78 -0.16 5.69  -0.011
C 2.35 -1.19 5.05  -0.027
C 1.53 -1.49 3.99  -0.131
C 1.71 -2.54 2.98  -0.181
C 2.96 -2.86 2.47  -0.023
C 3.06 -3.82 1.49  -0.150
N 2.02 -4.47 0.98  0.056
C 0.83 -4.17 1.48  -0.144
C 0.61 -3.23 2.47  -0.012
C 0.69 0.73 1.50  -0.117
C 1.18 -0.07 0.30  -0.084
C 0.11 -0.34 -0.78  -0.229
N 0.05 0.69 -1.83  -0.049
C -0.02 0.16 -3.19  -0.042
C -0.51 1.94 -1.60  -0.399
O -0.08 2.70 -0.76  0.099
C -1.54 2.47 -2.59  -0.141
O -0.88 3.04 -3.69  -0.131
C -1.76 3.72 -4.55  -0.206
C -0.99 4.33 -5.68  -0.179
F -0.25 5.42 -5.23  -0.042
H -2.69 -0.01 -1.55  0.068
H -2.11 -1.64 -1.90  0.080
H -3.24 -1.37 -0.58  0.088
H -1.02 -1.73 0.34  0.142
H -1.76 1.19 0.68  0.134
H -2.54 -0.15 1.50  0.128
H 2.11 0.29 6.53  0.153
H 3.27 -1.64 5.40  0.128
H 3.84 -2.33 2.82  0.112
H 4.03 -4.08 1.07  0.104
H -0.01 -4.73 1.06  0.107
H -0.39 -3.03 2.84  0.115
H 0.48 1.76 1.20  0.110
H 1.44 0.78 2.29  0.125
H 2.03 0.44 -0.16  0.128
H 1.55 -1.04 0.65  0.102
H 0.47 -1.23 -1.31  0.142
H 0.04 0.97 -3.91  0.085
H 0.84 -0.48 -3.35  0.098
H -0.93 -0.42 -3.39  0.083
H -2.23 1.68 -2.92  0.116
H -2.12 3.23 -2.06  0.137
H -2.51 3.03 -4.96  0.134
H -2.30 4.51 -4.00  0.136
H -0.30 3.60 -6.10  0.125
H -1.67 4.67 -6.46  0.121

Relative energies, kJ/mol: (a) 0.0; (b) 24.2.

(a)
Computed, not measured: a cluster of 2 separate species, C3H5NO2S in total, with ωB97M-V/def2-TZVPD.

Its total charge is 0. Its SMILES is C=S(=O)=O.C=C=N. As for the spin multiplicity: 1. The calculation puts the HOMO energy at -9.5 eV.

Last column: Löwdin charge in e.
CARTESIAN COORDINATES (ANGSTROEM)
C 1.45 -1.22 -0.60  -0.208
S 1.57 -0.05 0.54  0.640
O 2.23 1.11 0.02  -0.342
O 1.67 -0.45 1.93  -0.331
H 1.01 -2.09 -0.04  0.034
H 0.97 -1.09 -1.61  0.050
C -0.44 1.41 1.09  -0.077
C -1.10 0.67 0.33  -0.324
N -1.90 0.01 -0.30  0.236
H -0.19 2.30 0.57  0.093
H -0.63 1.23 2.24  0.160
H -2.11 -0.75 -0.87  0.069

(b)
Computed, not measured: the molecule C3H5NO2S, with ωB97M-V/def2-TZVPD.

Its total charge is 0. As for the spin multiplicity: 1. The calculation puts the HOMO energy (spin up / spin down) at -8.2 / -8.2 eV.

Last column: Löwdin charge in e.
CARTESIAN COORDINATES (ANGSTROEM)
C -1.26 -0.34 0.10  -0.110
C -0.51 -1.53 0.26  -0.314
C -0.59 0.74 -0.69  -0.306
N 0.62 1.26 -0.03  -0.253
O 2.83 0.22 0.78  -0.450
O 0.65 -1.68 -0.26  -0.195
S 1.95 0.31 -0.38  1.104
H -1.89 -0.15 0.93  0.068
H -0.95 -2.29 0.99  0.127
H -0.06 0.37 -1.65  0.111
H -1.24 1.58 -0.98  0.114
H 0.44 1.50 0.93  0.103

(c)
Computed, not measured: the molecule C3H5NO2S, with ωB97M-V/def2-TZVPD.

Its total charge is 0. As for the spin multiplicity: 1. The calculation puts the HOMO energy at -8.4 eV.

Last column: Löwdin charge in e.
CARTESIAN COORDINATES (ANGSTROEM)
C -1.90 0.37 0.53  -0.600
C -0.24 1.18 0.23  0.012
C 0.11 -0.30 -0.08  -0.290
N -1.10 -0.80 0.37  -0.048
O -3.66 -1.27 -0.55  -0.507
O -2.91 0.49 1.33  -0.151
S -3.51 0.15 -0.49  1.032
H 0.10 1.74 -0.64  0.073
H 0.24 1.57 1.15  0.089
H 0.50 -0.59 -1.10  0.119
H 0.98 -0.54 0.61  0.114
H -1.33 -1.75 0.73  0.157

(d)
Computed, not measured: the molecule C3H5NO2S, with ωB97M-V/def2-TZVPD.

Its total charge is 0. Its SMILES is CO/C(C=O)=N/S. As for the spin multiplicity: 1. The calculation puts the HOMO energy at -9.1 eV.

Last column: Löwdin charge in e.
CARTESIAN COORDINATES (ANGSTROEM)
C -1.90 -0.61 -0.12  -0.130
O -1.11 0.52 0.02  -0.123
C 0.26 0.28 -0.04  -0.475
C 0.83 1.62 0.17  -0.129
O 2.00 1.84 -0.28  -0.067
N 0.94 -0.78 -0.05  -0.210
S 2.71 -0.65 -0.02  0.783
H -2.86 -0.24 -0.61  0.095
H -1.51 -1.26 -0.96  0.102
H -2.19 -1.11 0.96  0.146
H 0.04 2.34 0.62  0.156
H 2.80 -1.95 0.31  -0.149

Relative energies, kJ/mol: (a) 220.8; (b) 39.3; (c) 149.8; (d) 0.0.

(a)
Computed, not measured: a cluster of 2 separate species, C3H5NO2S in total, with ωB97M-V/def2-TZVPD.

Its total charge is 0. As for the spin multiplicity: 1. The calculation puts the HOMO energy (spin up / spin down) at -9.9 / -7.5 eV.

Last column: Löwdin charge in e.
CARTESIAN COORDINATES (ANGSTROEM)
C -0.13 0.14 0.60  -0.506
C 1.05 -0.21 -0.21  -0.474
C -0.01 1.15 1.73  -0.103
N -0.37 -1.17 -2.42  -0.253
O 0.00 -0.98 -3.52  0.090
O -1.36 -1.66 -2.00  0.082
S 0.78 -1.54 0.77  0.857
H -1.13 -0.16 0.18  0.099
H 1.43 -0.08 -1.15  0.012
H -0.54 2.18 1.44  0.131
H 0.87 1.52 2.07  0.035
H -0.58 0.83 2.51  0.030

(b)
Computed, not measured: the molecule C3H5NO2S, with ωB97M-V/def2-TZVPD.

Its total charge is 0. Its SMILES is O=C(O)CNC=S. As for the spin multiplicity: 1. The calculation puts the HOMO energy at -8.5 eV.

Last column: Löwdin charge in e.
CARTESIAN COORDINATES (ANGSTROEM)
O -0.89 1.10 -2.20  0.125
C -0.37 0.26 -1.52  -0.524
O -0.77 -1.01 -1.26  0.027
C 0.93 0.33 -0.78  -0.119
N 1.04 -0.75 0.11  -0.050
C 0.48 -0.71 1.30  -0.716
S -0.17 0.51 2.19  0.626
H -1.64 -1.26 -1.88  0.231
H 1.54 0.37 -1.65  0.146
H 0.77 1.17 -0.16  0.087
H 1.39 -1.59 -0.20  0.127
H 0.54 -1.61 1.81  0.040

(c)
Computed, not measured: a structure of composition C3H5NO2S, with ωB97M-V/def2-TZVPD.

Its total charge is 0. As for the spin multiplicity: 1. The calculation puts the HOMO energy at -9.0 eV.

Last column: Löwdin charge in e.
CARTESIAN COORDINATES (ANGSTROEM)
C 0.32 -1.56 -0.14  -0.233
C -0.57 -0.72 0.93  -0.410
C -1.66 -0.41 -0.04  -0.139
H 1.66 1.31 -2.05  0.026
H 0.17 -2.61 -0.41  0.125
H -0.76 -1.39 1.85  0.173
H -0.48 1.36 0.77  0.155
H -1.87 -1.32 -0.48  0.092
N 1.12 -0.92 -0.79  -0.200
O -0.24 0.47 1.50  -0.218
O -1.78 0.79 -0.55  -0.035
S 1.32 0.95 -0.39  0.664

(d)
Computed, not measured: the molecule C3H5NO2S, with ωB97M-V/def2-TZVPD.

Its total charge is 0. Its SMILES is C=NOC(=S)CO. As for the spin multiplicity: 1. The calculation puts the HOMO energy at -8.9 eV.

Last column: Löwdin charge in e.
CARTESIAN COORDINATES (ANGSTROEM)
C -0.90 2.03 -1.14  0.055
N -0.11 1.20 -0.34  0.008
O -0.14 -0.03 -0.98  -0.190
C 0.42 -1.13 -0.47  -0.815
S 0.90 -2.33 -1.48  0.731
C 0.68 -1.20 1.02  -0.259
O -0.48 -0.72 1.75  -0.148
H -0.78 3.00 -0.63  0.062
H -1.45 1.79 -2.17  0.134
H 1.51 -0.61 1.18  0.086
H 0.86 -2.35 1.27  0.153
H -0.51 0.36 1.98  0.183

Relative energies, kJ/mol: (a) 550.0; (b) 0.0; (c) 457.7; (d) 331.8.